(1)
Entry from OMol25: the molecule C7H10O3Si in a non-equilibrium geometry (wB97M-V/def2-TZVPD).

Results
F_max: 5.94 eV/A
molecular weight: 170.24 g/mol
frontier orbital gap: 10.1 eV
relative energy (zero: lowest compared OMol25 entry of this formula, charge and spin): 417.03 kJ/mol
HOMO energy: -0.3486 Ha
total energy: -787.88716 Ha

Last column: Mulliken charge in e.
Atoms and positions in Å:
C 3.131 -0.325 0.246  -0.178
C 2.527 -0.775 -0.866  -0.776
C 2.412 0.091 1.418  -0.588
C 1.089 -0.691 -0.924  -0.183
C 1.069 0.111 1.330  -0.219
C 0.353 -0.237 0.145  0.301
C -1.782 1.422 -1.485  -1.317
O -2.547 0.073 2.363  -0.322
O -1.946 -1.723 -0.629  -0.649
O -2.442 0.733 1.094  -0.224
Si -1.465 0.144 -0.156  0.690
H 4.236 -0.500 0.252  0.247
H 3.215 -1.138 -1.594  0.372
H 2.912 0.282 2.373  0.351
H 0.574 -0.957 -1.850  0.305
H 0.532 0.385 2.190  0.418
H -2.790 1.683 -1.777  0.380
H -1.447 2.407 -1.324  0.440
H -1.427 1.243 -2.461  0.427
H -3.354 -0.298 2.366  0.278
H -2.849 -1.930 -0.712  0.246

Atomic forces in eV per Å
1.784 -0.241 2.361
-2.271 0.440 0.081
1.694 -0.723 -1.109
1.089 -0.300 -1.147
-1.181 -0.095 -0.822
0.198 0.823 0.511
-1.150 -0.238 -0.056
5.577 2.056 -0.053
2.707 4.208 1.042
-0.146 -0.109 -0.317
-0.850 -3.947 -0.565
-0.938 0.641 0.414
-0.366 -0.358 -1.010
-0.075 0.107 -0.530
0.178 -0.066 0.231
-0.845 0.401 1.002
-0.970 -0.634 0.664
1.095 1.173 1.057
1.144 -1.045 -1.042
-4.812 -2.006 -0.517
-1.865 -0.087 -0.196

---

(2)
Entry from OMol25: a structure of composition C20H28LaN7O2PS3 in a non-equilibrium geometry (wB97M-V/def2-TZVPD).

Results
F_max: 1.87 eV/A
molecular weight: 664.57 g/mol
total charge: +1
frontier orbital gap: 8.6 eV
relative energy (zero: lowest compared OMol25 entry of this formula, charge and spin): 72.27 kJ/mol
HOMO energy: -0.4258 Ha
total energy: -2880.22132 Ha

Last column: Mulliken charge in e.
Atoms and positions in Å:
La -0.885 0.408 -0.407  1.378
N 0.749 0.836 3.023  -0.250
C 0.570 2.036 2.435  0.445
N -0.092 2.233 1.317  -0.066
C -0.193 3.606 1.041  0.064
C -0.872 4.185 -0.029  -0.311
C -0.885 5.563 -0.151  -1.007
C -0.232 6.375 0.773  -0.515
C 0.436 5.819 1.848  -0.526
C 0.440 4.438 1.971  0.883
S 1.167 3.469 3.228  -0.259
H 0.649 0.001 2.470  -0.152
H 1.410 0.773 3.780  0.302
H -1.365 3.570 -0.771  0.325
H -1.408 6.016 -0.982  0.420
H -0.244 7.449 0.651  0.405
H 0.950 6.438 2.571  0.413
C -4.063 1.099 4.731  -1.278
C -3.529 0.325 3.578  0.801
C -3.647 -1.007 3.242  -0.939
C -2.923 -1.179 2.056  0.471
N -2.374 -0.013 1.681  -0.117
N -2.769 0.882 2.621  0.075
C -2.747 -2.433 1.268  -0.869
H -4.795 0.504 5.270  0.349
H -4.537 2.023 4.400  0.350
H -3.260 1.360 5.422  0.300
H -4.192 -1.764 3.781  0.401
H -2.478 1.843 2.566  0.133
H -3.088 -3.286 1.851  0.357
H -1.698 -2.582 1.014  -0.010
H -3.329 -2.403 0.346  0.276
N -0.270 1.712 -2.113  -0.655
C 0.766 2.220 -2.421  0.842
N 1.841 2.623 -2.860  -0.555
C 2.678 3.622 -2.730  0.469
N 3.462 4.465 -2.643  -0.490
C -0.060 -5.065 -0.999  -1.273
C 1.373 -4.673 -1.301  0.442
C 2.282 -4.834 -0.097  -1.259
O 1.501 -3.308 -1.840  -0.366
P 0.776 -1.974 -1.454  0.836
S -1.164 -1.858 -2.052  -0.476
S 0.976 -1.489 0.498  -0.730
O 1.603 -0.839 -2.178  -0.143
C 2.132 -0.755 -3.563  0.779
C 1.550 -1.769 -4.533  -1.528
C 3.639 -0.842 -3.462  -1.367
H -0.090 -6.126 -0.755  0.484
H -0.710 -4.884 -1.852  0.358
H -0.434 -4.503 -0.141  0.168
H 1.753 -5.275 -2.125  0.275
H 1.944 -4.210 0.729  0.220
H 3.308 -4.564 -0.346  0.345
H 2.264 -5.875 0.223  0.461
H 1.840 0.246 -3.874  0.144
H 1.933 -2.768 -4.338  0.269
H 1.836 -1.482 -5.545  0.509
H 0.463 -1.782 -4.483  0.376
H 3.934 -1.787 -3.004  0.266
H 4.044 -0.021 -2.871  0.313
H 4.064 -0.791 -4.464  0.437

Atomic forces in eV per Å
-0.979 -0.461 1.303
0.093 0.071 0.017
0.000 0.295 0.087
0.074 -0.132 0.272
0.077 0.314 0.076
0.004 -0.119 0.058
-0.030 0.019 -0.040
0.032 0.027 0.032
0.061 0.000 0.050
-0.047 -0.169 -0.055
-0.074 -0.078 -0.106
-0.052 -0.063 -0.035
0.000 -0.016 0.002
-0.010 0.043 -0.025
0.011 -0.014 -0.005
-0.010 -0.008 -0.009
-0.029 0.023 -0.017
0.083 0.065 0.007
0.014 -0.035 -0.081
-0.010 -0.088 -0.051
-0.029 0.144 0.151
-0.321 -0.039 0.123
-0.083 0.023 0.118
-0.030 0.075 0.073
-0.016 0.013 0.002
-0.030 -0.017 0.009
-0.022 -0.010 0.012
0.009 0.017 0.006
0.114 0.025 -0.053
0.007 -0.001 -0.003
0.027 -0.059 -0.067
0.028 -0.028 -0.030
0.612 1.337 -1.160
-0.138 0.271 -0.250
0.073 -0.442 -0.291
0.082 0.371 0.303
-0.108 -0.103 -0.030
0.076 0.271 -0.105
0.037 -0.305 0.174
0.031 0.150 -0.167
-0.206 0.109 0.125
0.085 -0.161 -0.520
0.572 -0.633 -0.072
0.248 -0.319 -0.021
-0.062 -0.365 0.060
0.135 0.013 -0.286
-0.136 0.042 0.313
-0.060 0.030 0.091
0.034 0.007 0.012
-0.036 -0.018 -0.008
-0.059 -0.015 0.006
-0.030 0.042 -0.039
-0.008 -0.016 0.042
-0.011 -0.003 0.017
0.006 -0.006 -0.007
-0.043 0.001 0.051
-0.002 -0.071 -0.005
0.047 0.042 0.024
-0.016 -0.025 -0.052
0.001 -0.020 -0.041
-0.019 -0.015 0.008
0.030 0.012 0.004

---

(3)
Entry from OMol25: a cluster of 3 separate species, C4H15NO2 in total in a non-equilibrium geometry (wB97M-V/def2-TZVPD).

Results
F_max: 2.48 eV/A
molecular weight: 109.17 g/mol
frontier orbital gap: 8.8 eV
relative energy (zero: lowest compared OMol25 entry of this formula, charge and spin): 203.61 kJ/mol
HOMO energy: -0.3026 Ha
total energy: -366.57361 Ha

Last column: Mulliken charge in e.
Atoms and positions in Å:
C -0.532 -3.046 -1.758  -0.858
N -1.052 -1.912 -0.977  -0.304
C -1.592 -0.979 1.201  -1.600
C -0.688 -1.931 0.476  0.522
C 0.748 -1.393 0.479  -1.116
H 0.285 -2.739 -2.438  0.253
H -1.271 -3.436 -2.470  0.307
H 0.081 -3.515 -0.983  0.295
H -1.937 -1.476 -1.155  0.202
H -1.138 -0.476 2.065  0.361
H -2.452 -1.480 1.647  0.338
H -1.810 -0.077 0.602  0.426
H -0.821 -2.928 0.912  0.212
H 0.685 -0.311 0.269  0.273
H 1.387 -1.844 -0.292  0.324
H 1.201 -1.387 1.463  0.365
H 0.686 6.488 -2.774  0.326
H -0.130 6.963 -1.469  0.322
O -0.178 6.751 -2.402  -0.648
H 3.488 2.562 2.187  0.324
H 2.079 2.923 2.780  0.316
O 2.961 3.246 2.638  -0.640

Atomic forces in eV per Å
0.715 2.379 -0.033
0.286 -0.242 0.847
-0.189 1.134 1.079
0.360 0.929 -1.824
-0.066 0.673 0.346
-0.213 0.450 -0.047
0.075 -1.017 1.008
-0.836 -1.750 -0.545
-0.258 -0.478 -0.334
0.477 -0.533 0.059
-0.376 0.244 -0.571
-0.478 -0.666 -0.203
0.374 -0.103 -0.137
-0.098 -0.395 -0.374
-0.108 -0.006 0.452
0.337 -0.613 0.280
-0.608 0.331 0.880
0.573 -0.118 -0.010
0.036 -0.214 -0.866
-0.655 0.296 0.330
-0.381 -0.472 -0.076
1.032 0.173 -0.260

---

(4)
Entry from OMol25: a structure of composition C35H34ClNOPdSi2 in a non-equilibrium geometry (wB97M-V/def2-TZVPD).

Results
F_max: 8.22 eV/A
molecular weight: 682.71 g/mol
frontier orbital gap (spin up / spin down): 6.4 / 5.5 eV
HOMO energy (spin up / spin down): -0.2152 / -0.2086 Ha
multiplicity: 3
total energy: -2651.01412 Ha

Last column: Mulliken charge in e.
Atoms and positions in Å:
C 0.625 2.051 -0.781  -0.741
C 0.265 1.995 -2.166  -0.561
C -1.155 1.813 -2.253  -0.674
H 0.950 1.997 -3.010  0.399
C -1.669 1.780 -0.918  0.113
C -0.574 1.919 -0.006  -0.987
H -0.646 1.909 1.064  0.729
H 1.637 2.107 -0.382  0.443
H -1.726 1.685 -3.158  0.483
H -2.706 1.612 -0.647  0.221
Pd -0.308 0.276 -1.221  0.264
Si -4.921 -1.667 -4.177  0.051
C -4.673 -3.424 -4.672  0.684
C -5.342 -4.381 -3.908  -0.003
H -5.926 -4.071 -3.038  0.271
C -5.332 -5.731 -4.258  -0.840
H -5.859 -6.456 -3.620  0.384
C -4.667 -6.120 -5.424  -0.420
H -4.644 -7.179 -5.693  0.362
C -4.057 -5.161 -6.248  -0.570
H -3.565 -5.468 -7.180  0.396
C -4.081 -3.813 -5.880  -0.435
H -3.654 -3.050 -6.532  0.352
C -6.784 -1.767 -3.831  0.398
C -7.708 -1.848 -4.884  -0.581
H -7.363 -1.843 -5.921  0.329
C -9.068 -1.945 -4.588  -0.673
H -9.799 -2.043 -5.381  0.409
C -9.505 -1.923 -3.255  -0.477
H -10.573 -1.926 -3.019  0.362
C -8.575 -1.918 -2.219  -1.018
H -8.886 -1.936 -1.177  0.425
C -7.213 -1.903 -2.519  0.456
H -6.494 -1.998 -1.714  0.284
H -4.794 -0.863 -5.387  -0.346
Si -3.386 -3.455 -0.743  -0.231
C -4.162 -1.788 -1.307  0.634
C -3.970 -1.057 -2.614  2.539
H -2.964 -1.124 -3.086  -0.863
C -4.465 0.318 -2.688  -1.215
H -4.391 0.808 -3.667  0.413
C -5.060 0.949 -1.617  -0.738
H -5.431 1.976 -1.713  0.401
C -5.247 0.242 -0.421  -0.728
H -5.712 0.738 0.435  0.369
C -4.786 -1.084 -0.280  -0.939
H -4.921 -1.567 0.698  0.401
C -2.247 -3.794 -2.225  0.618
C -1.446 -2.714 -2.590  0.798
H -1.484 -1.781 -2.009  -0.092
C -0.643 -2.741 -3.731  -0.881
H -0.154 -1.827 -4.070  0.524
C -0.518 -3.928 -4.457  -0.878
H 0.125 -3.971 -5.346  0.394
C -1.271 -5.034 -4.057  -0.634
H -1.176 -5.953 -4.628  0.396
C -2.152 -4.965 -2.979  -0.159
H -2.804 -5.805 -2.743  0.425
H -4.091 -4.499 -0.098  -0.138
Cl -1.972 -2.577 0.555  -0.111
O 1.205 -1.796 -1.143  -0.207
C 2.247 -1.624 -0.160  -0.707
C 1.590 -1.382 1.164  0.599
C 2.053 -1.995 2.337  -0.888
C 1.404 -1.722 3.537  -0.393
C 0.290 -0.874 3.512  -0.917
C -0.143 -0.372 2.285  -0.295
N 0.519 -0.598 1.148  0.547
H 1.607 -2.146 -1.962  0.188
H 2.854 -2.534 -0.102  0.392
H 2.845 -0.746 -0.443  0.256
H 2.936 -2.636 2.256  0.374
H 1.780 -2.125 4.479  0.400
H -0.248 -0.594 4.417  0.389
H -1.073 0.195 2.221  0.471

Atomic forces in eV per Å
1.334 2.107 -0.260
1.416 1.704 -0.471
-0.802 0.767 -0.179
-0.172 0.295 0.239
-1.886 1.605 0.493
-0.619 1.330 -0.209
0.044 0.075 0.076
-0.371 0.268 -0.153
-0.042 0.194 -0.035
0.222 0.355 -0.043
1.046 -8.130 0.653
-1.615 -1.056 0.453
0.084 -0.475 -0.525
0.057 -0.693 0.149
0.252 -0.113 -0.155
0.037 0.219 -0.017
0.306 0.277 -0.428
0.084 0.046 -0.070
0.016 0.346 -0.031
-0.112 -0.172 0.093
-0.264 0.114 0.425
0.077 -0.320 0.245
0.048 -0.265 0.136
0.659 0.184 -0.296
-0.246 0.167 0.470
-0.144 0.063 0.273
0.094 -0.008 0.315
0.012 0.101 -0.057
0.056 -0.016 0.000
0.340 -0.059 -0.176
0.026 -0.154 -0.217
-0.080 -0.054 -0.195
-0.741 0.247 0.132
-0.131 0.261 -0.093
0.526 0.503 -0.139
2.123 3.121 -2.054
-0.448 -0.126 0.894
-0.065 -0.746 -1.141
-0.296 0.078 0.607
-0.337 1.454 0.909
0.108 0.122 0.501
0.024 -0.205 -1.224
0.183 -0.433 0.011
-0.005 -0.104 0.950
0.144 -0.195 -0.309
0.087 0.036 -0.385
0.052 0.188 -0.390
-0.138 -0.745 0.357
0.243 0.511 -0.286
0.124 -0.400 -0.135
-0.064 -0.262 -0.029
0.071 -0.206 0.207
-0.272 0.165 0.141
-0.309 -0.056 0.429
0.171 -0.143 -0.252
-0.123 0.043 0.103
0.082 0.160 -0.088
0.275 0.040 -0.098
-0.739 -0.785 0.418
-0.326 -0.734 0.544
0.595 -0.479 -0.209
-0.422 0.060 -0.592
-0.267 -0.279 0.682
0.098 0.226 -0.359
0.022 0.409 -0.133
0.067 -0.106 -0.109
0.342 -0.385 0.252
-0.317 -0.141 -0.001
-0.351 0.303 0.561
0.117 0.223 -0.039
0.108 -0.228 0.110
-0.373 0.134 0.285
-0.181 0.034 -0.274
0.153 -0.235 -0.197
0.330 -0.032 -0.064

---

(5)
Entry from OMol25: a cluster of 2 separate species, C5H17N2O in total in a non-equilibrium geometry (wB97M-V/def2-TZVPD).

Results
F_max: 6.49 eV/A
molecular weight: 121.20 g/mol
frontier orbital gap (spin up / spin down): 3.5 / 10.4 eV
relative energy (zero: lowest compared OMol25 entry of this formula, charge and spin): 289.50 kJ/mol
HOMO energy (spin up / spin down): -0.1095 / -0.3639 Ha
multiplicity: 2
total energy: -385.25401 Ha

Last column: Mulliken charge in e.
Atoms and positions in Å:
N 1.697 -1.259 1.319  -1.510
C 0.618 -0.727 0.323  -0.850
C -0.820 -1.062 0.760  0.333
C -1.199 -0.349 2.035  -1.497
C -1.846 -0.718 -0.346  -1.530
C 1.080 0.765 0.179  -0.691
N 2.057 1.031 -0.929  -0.537
H 1.128 -1.141 2.152  0.423
H 2.532 -0.856 1.438  0.897
H 1.890 -2.246 1.128  1.376
H 0.949 -1.433 -0.538  0.159
H -1.006 -2.161 0.983  -0.072
H -2.268 -0.376 2.284  0.512
H -0.906 0.685 2.022  0.177
H -0.734 -0.843 2.945  0.453
H -1.712 0.205 -0.766  0.429
H -2.884 -0.622 0.134  0.366
H -2.006 -1.455 -1.092  0.415
H 1.436 1.348 1.147  0.385
H 0.050 1.320 0.150  0.263
H 1.549 1.113 -1.718  0.207
H 2.553 1.873 -0.669  0.284
H -1.398 1.886 -4.443  0.312
H -0.252 2.957 -4.315  0.308
O -0.508 2.068 -4.182  -0.614

Atomic forces in eV per Å
-6.169 -2.001 -0.304
3.401 -0.907 -1.214
-0.926 -0.792 0.026
0.099 -0.580 1.930
-1.956 -1.140 2.533
-2.301 2.142 0.764
0.525 -1.011 4.854
0.594 -0.553 1.473
4.337 2.840 0.117
0.055 -1.392 0.150
-0.985 1.777 0.461
0.986 1.057 -0.495
0.113 -0.109 -0.465
0.138 0.545 0.115
-0.170 0.654 -0.953
0.691 2.348 -1.278
1.399 -0.249 -0.395
0.449 -0.790 -0.826
-0.205 -2.075 -1.610
1.568 -0.437 -0.936
-1.629 0.636 -3.464
-0.040 0.045 -0.530
-0.695 0.401 -0.355
-0.167 1.367 -0.420
0.886 -1.777 0.821

---

(6)
Entry from OMol25: the ion C5H10NO2 with charge +1 in a non-equilibrium geometry (wB97M-V/def2-TZVPD).

Results
F_max: 1.35 eV/A
molecular weight: 116.14 g/mol
total charge: +1
frontier orbital gap: 11.0 eV
relative energy (zero: lowest compared OMol25 entry of this formula, charge and spin): 92.38 kJ/mol
HOMO energy: -0.5340 Ha
total energy: -401.48982 Ha

Last column: Mulliken charge in e.
Atoms and positions in Å:
O 2.438 0.647 -1.556  -0.431
C 2.184 -0.121 -0.666  -0.087
C 0.892 0.007 0.126  0.046
C -0.127 -1.095 -0.164  -0.937
C -1.218 -1.325 0.871  -0.740
C -2.379 -0.382 0.966  0.084
O -2.364 0.778 0.615  -0.577
N 0.376 1.358 -0.155  -0.201
H 2.883 -0.901 -0.356  0.414
H 1.185 -0.071 1.181  0.337
H -0.554 -1.048 -1.178  0.349
H 0.452 -2.018 -0.237  0.478
H -1.632 -2.334 0.898  0.436
H -0.866 -1.318 1.918  0.356
H -3.297 -0.766 1.409  0.386
H -0.647 1.416 0.102  0.300
H 0.491 1.559 -1.162  0.411
H 0.939 2.091 0.275  0.377

Atomic forces in eV per Å
-0.162 -0.128 0.207
0.120 0.255 -0.461
0.255 -0.443 0.411
0.027 -0.683 -0.503
-0.510 -0.168 1.234
0.022 0.425 -0.478
0.676 0.142 -0.250
-0.877 0.627 -0.436
0.048 -0.322 -0.001
-0.215 0.249 -0.061
0.055 0.516 0.272
0.103 -0.083 0.254
0.066 -0.130 -0.774
0.506 0.262 -0.140
-0.186 -0.291 0.243
0.357 0.053 0.013
-0.113 -0.289 0.077
-0.173 0.009 0.394

---

Among the records above, which one has the lowest F_max?
C5H10NO2

---

Which of these has the lowest total energy?
C20H28LaN7O2PS3

---

Please write out number 1 again, unchanged.
Entry from OMol25: the molecule C7H10O3Si in a non-equilibrium geometry (wB97M-V/def2-TZVPD).

Results
F_max: 5.94 eV/A
molecular weight: 170.24 g/mol
frontier orbital gap: 10.1 eV
relative energy (zero: lowest compared OMol25 entry of this formula, charge and spin): 417.03 kJ/mol
HOMO energy: -0.3486 Ha
total energy: -787.88716 Ha

Last column: Mulliken charge in e.
Atoms and positions in Å:
C 3.131 -0.325 0.246  -0.178
C 2.527 -0.775 -0.866  -0.776
C 2.412 0.091 1.418  -0.588
C 1.089 -0.691 -0.924  -0.183
C 1.069 0.111 1.330  -0.219
C 0.353 -0.237 0.145  0.301
C -1.782 1.422 -1.485  -1.317
O -2.547 0.073 2.363  -0.322
O -1.946 -1.723 -0.629  -0.649
O -2.442 0.733 1.094  -0.224
Si -1.465 0.144 -0.156  0.690
H 4.236 -0.500 0.252  0.247
H 3.215 -1.138 -1.594  0.372
H 2.912 0.282 2.373  0.351
H 0.574 -0.957 -1.850  0.305
H 0.532 0.385 2.190  0.418
H -2.790 1.683 -1.777  0.380
H -1.447 2.407 -1.324  0.440
H -1.427 1.243 -2.461  0.427
H -3.354 -0.298 2.366  0.278
H -2.849 -1.930 -0.712  0.246

Atomic forces in eV per Å
1.784 -0.241 2.361
-2.271 0.440 0.081
1.694 -0.723 -1.109
1.089 -0.300 -1.147
-1.181 -0.095 -0.822
0.198 0.823 0.511
-1.150 -0.238 -0.056
5.577 2.056 -0.053
2.707 4.208 1.042
-0.146 -0.109 -0.317
-0.850 -3.947 -0.565
-0.938 0.641 0.414
-0.366 -0.358 -1.010
-0.075 0.107 -0.530
0.178 -0.066 0.231
-0.845 0.401 1.002
-0.970 -0.634 0.664
1.095 1.173 1.057
1.144 -1.045 -1.042
-4.812 -2.006 -0.517
-1.865 -0.087 -0.196

---

The highest F_max belongs to which entry?
C35H34ClNOPdSi2